No. 1
This record from the OMol25 dataset describes a molecular structure, C43H27F15GeN5O5PRhS4. The level of theory is ωB97M-V/def2-TZVPD.

XYZ file:
```
102
Properties=species:S:1:pos:R:3:mulliken_charge:R:1
H -1.9647 3.6806 3.4090 0.4298
F 5.6717 -3.0390 -1.6180 -0.2770
H -1.9805 0.0204 2.2193 0.0801
C -1.0186 -2.4021 1.0308 0.1661
C 5.5758 -2.6202 -5.1775 0.7491
F 2.9183 -0.3584 -4.3623 -0.2711
N -0.2625 0.3697 -3.9082 -0.1434
C 4.2241 -3.6052 1.6937 0.3972
S 1.1084 -1.9168 -2.0001 -0.9703
F 4.1615 -4.9217 1.9142 -0.3503
C 0.7201 0.4035 4.2333 -0.6690
N 1.1583 0.8406 -6.9687 -0.5766
C -3.1991 -4.4905 -1.1634 -0.6865
C -1.9955 3.4283 1.2692 2.0601
N -0.3313 -1.2302 0.7687 1.5163
F 6.9393 -3.9299 -3.7796 -0.3106
C 3.8905 -1.2592 -4.1851 -0.0134
H -3.0911 -5.7118 1.2959 0.4122
C 4.4080 1.4576 -1.6083 0.5665
O -1.1423 -0.1018 -3.0817 -0.2065
C 5.2494 -2.5879 -2.8092 0.3433
C -1.8399 -4.2909 2.2948 -0.9752
H -1.6089 5.5014 0.8561 0.3449
C 2.2409 3.1341 -1.5405 0.3200
O 1.5528 -1.7646 2.3679 -0.6889
S -1.7221 3.0916 -2.3965 -0.4673
C 4.3610 -0.8978 1.2294 0.0717
F 4.4490 0.4290 1.0748 -0.3512
C -1.3474 -1.0820 -5.4772 0.1450
O -3.0384 3.3413 0.2813 -0.0839
Rh -0.6102 -0.5396 -1.1590 1.7249
C 0.4807 0.4336 -6.1343 -0.1628
C -1.7661 -2.8939 -0.0715 -0.8375
S -2.6261 0.5183 -0.3685 -0.5994
H -7.0758 3.8826 0.0288 0.4592
H -1.4528 2.4780 1.2815 -0.8781
C 3.5176 3.6621 -1.6151 0.4704
H -3.7755 -5.4076 -1.1398 0.4318
H -2.3017 -1.9067 -3.1612 0.2447
C -2.0036 1.5037 6.6417 -1.5587
C 3.8259 -1.7017 0.2406 -0.3868
H -5.9119 4.6053 -1.0988 0.3261
C 4.2053 -1.6866 -2.9043 -0.5763
C -3.1298 -3.7365 -2.2967 -1.0948
H -6.3939 2.2014 -1.6012 0.3508
F 5.3101 -0.6004 3.3755 -0.3961
C -1.4057 0.2509 3.1081 -0.0787
C -2.3776 -2.5489 -2.2944 -0.1849
N -2.1316 -1.8712 -5.7700 -0.5789
H -1.2950 1.8947 7.3711 0.3605
H -5.3889 4.1426 0.5250 0.1327
H -1.8651 -4.8193 3.2396 0.4183
C -1.0844 -3.1071 2.2157 -0.8125
H -6.7244 1.4256 0.7097 0.5114
H -2.7251 2.2889 6.4104 0.3320
H -0.2913 4.6638 1.7058 0.4414
C 4.6143 2.8216 -1.6439 0.2494
H -0.5622 4.3838 -0.0276 0.0889
F 5.4966 0.6689 -1.6294 -0.4166
F 1.2016 3.9587 -1.5069 -0.3321
O -4.4360 2.5410 -1.5429 -0.4157
H 0.6688 1.1386 6.2397 0.3331
C -1.3026 1.0314 5.3973 0.9960
C -2.5118 -4.0813 0.0031 1.0480
F 5.8467 3.3328 -1.7038 -0.3249
C -2.6938 3.6432 2.5979 -1.7396
C -0.3657 -0.1032 -5.1115 0.8745
P -2.9209 2.4349 -1.0489 0.7694
C -6.0364 3.8673 -0.3065 -1.2574
C 3.7662 -3.0566 0.5133 0.3533
H -3.1094 0.8230 4.2650 0.4601
H 1.7942 0.2668 4.2217 0.5761
C -5.6817 2.4815 -0.8219 0.5457
C 4.7493 -2.7695 2.6614 0.6931
H -5.0057 1.6728 1.0653 0.0263
F 3.6895 4.9819 -1.6544 -0.3298
F 4.2098 -1.2682 -6.5295 -0.2973
F 0.8015 1.3278 -1.3891 0.4697
C -5.7216 1.4365 0.2769 -1.0116
H -3.6370 -4.0209 -3.2073 0.4995
H -5.4898 0.4446 -0.1062 0.2368
N -1.7321 -2.1576 -1.2212 0.5975
C 4.5471 -1.7059 -5.3183 -0.0721
C -0.0301 0.0897 3.1070 -0.0479
C -2.0310 0.7132 4.2569 -0.8376
O 1.5405 0.3082 1.0141 -0.5354
H -2.5518 0.6844 7.1116 0.3119
C 5.9334 -3.0596 -3.9169 -0.0503
H -0.5309 -2.7702 3.0790 0.6667
H -3.3959 2.8326 2.7982 0.2054
C 3.1508 0.8873 -1.5389 -0.4903
H -3.2468 4.5850 2.5753 0.3897
C -2.5319 -4.7879 1.2255 -0.9767
C -1.0511 4.5652 0.9275 -1.3108
F 5.1907 -3.2745 3.8139 -0.3585
F 6.2282 -3.0667 -6.2502 -0.3192
C 2.0780 1.7592 -1.4939 -0.5161
Ge 3.0144 -1.0683 -1.4324 1.7836
S 0.8097 -0.6927 1.7526 0.9570
C 0.0831 0.8868 5.3633 -1.0350
C 4.8177 -1.4098 2.4304 0.3697
F 3.2542 -3.8959 -0.3962 -0.4464
```

## Properties
- energy above the lowest of the compared OMol25 structures with the same formula, charge and spin (eV) = 0.0000
- charge = -1
- orbital gap (eV) = 7.34
- E_LUMO (eV) = 1.5

***

No. 2
This record from the OMol25 dataset describes 2 unconnected molecules or ions with the total composition C16H14BrO4 at a distorted geometry. The level of theory is ωB97M-V/def2-TZVPD.

XYZ file:
```
35
Properties=species:S:1:pos:R:3:nbo_charge:R:1
H -4.6944 0.2281 -2.2548 0.1970
Br 6.1940 0.2998 -1.3710 -0.0131
H -2.8293 0.8333 0.0949 0.1703
C 0.2385 -0.8203 1.7332 -0.2229
C 0.1846 -0.8147 -1.5348 -0.5704
C 2.5185 -1.5835 -1.8570 -0.2909
H 3.7895 2.0636 -1.2698 0.2067
O -0.6296 1.3869 -0.9449 -0.7309
O 0.9101 2.1886 3.5924 -0.5175
H -2.6926 -0.4690 3.5347 0.2180
C -0.8036 0.2091 -1.2831 0.7194
H 1.9507 0.4050 1.9567 0.2401
H 4.5956 -2.1457 -1.8418 0.2057
H 2.1382 -2.5918 -2.0672 0.1984
O -2.0710 -0.2370 -1.5145 -0.5379
C -1.6985 -0.2395 3.1710 -0.2341
C -3.0196 0.7094 -0.9816 -0.0673
O -1.7914 -2.0770 1.6574 -0.5003
C 3.8837 -1.3256 -1.7563 -0.2350
H -2.9245 1.6792 -1.4903 0.1868
H -1.5302 1.5283 4.3248 0.2198
C 0.3169 1.1695 3.1984 0.4690
H -5.1025 0.7491 -0.6149 0.1945
H -4.4900 -0.8984 -0.8918 0.2125
C 2.0618 0.8002 -1.5037 -0.3004
C 0.9066 0.2232 2.2402 -0.2423
C 1.5512 -0.5357 -1.6299 0.0946
C 3.4253 1.0502 -1.4254 -0.2170
C 4.3438 -0.0117 -1.5244 -0.1951
H -0.1935 -1.7558 -1.9235 0.2007
C -1.0474 0.8415 3.6348 -0.2269
C -4.3981 0.1484 -1.2012 -0.6205
C -1.1502 -1.1233 2.1302 0.4759
H 0.7050 -1.5074 1.0357 0.2569
H 1.3524 1.6233 -1.4226 0.2559
```

## Properties
- charge = -1
- orbital gap (eV) = 3.97
- E_LUMO (eV) = 1.0

***

No. 3
This record from the OMol25 dataset describes a molecular structure, C27H28Cl51FN2S at a distorted geometry. The level of theory is ωB97M-V/def2-TZVPD.

XYZ file:
```
110
Properties=species:S:1:pos:R:3:mulliken_charge:R:1
H -0.4051 0.4501 -2.3009 0.3756
H 6.5756 4.7066 2.9812 0.2354
Cl 0.2895 -9.4189 -2.1475 -0.1270
C 2.4164 5.0050 -0.2782 -0.6485
C 0.3100 5.8497 -5.6580 -0.0792
C -0.1577 -7.9836 -3.0769 0.2834
Cl -3.7731 -3.2721 7.3858 -0.1291
Cl -8.0188 -3.1871 -2.0882 -0.1370
Cl 4.9241 -0.7076 -0.4037 -0.0936
H 3.2251 5.6841 -0.0337 0.7551
C 3.9780 9.8515 4.5983 -0.0488
H -6.5699 -4.2259 -3.6166 0.2742
C -2.3558 3.8659 2.8412 -0.0777
H 4.8835 -0.7532 1.9438 0.3694
H 0.9398 1.1173 -1.2501 0.2011
Cl -6.3124 -7.8508 -4.1329 -0.1319
C 8.6363 -2.5073 -4.9059 0.4590
H -8.4075 4.7686 1.8689 0.3590
Cl 6.1598 -5.2322 -1.4567 -0.0970
Cl -6.8317 -5.8321 -1.9236 -0.1129
S -2.7509 -2.9642 -0.8849 0.1867
Cl -6.3469 -11.1668 -0.1482 -0.0949
H 0.7343 -7.3853 -3.2303 0.0410
C -1.7409 -1.8103 1.0780 0.1746
H 0.4905 1.5735 1.2635 0.6045
H -0.3084 3.0210 -0.5056 -0.3982
Cl 2.6136 -0.8337 1.3512 -0.0038
Cl -1.6022 -2.6306 5.5613 -0.1094
Cl 4.3617 1.4791 1.4311 -0.0033
C -0.1221 0.6424 1.2201 -0.6479
Cl 8.1633 -3.1360 -1.2697 -0.1143
C -1.2734 -1.3138 2.4123 -0.5919
C -1.4338 -1.0987 -0.2349 0.6637
Cl -6.0994 -10.7119 -3.6758 -0.1265
H -5.3147 -8.9619 -2.3214 0.1282
H -0.3526 3.8135 -2.8171 0.1066
C 7.5534 5.5430 6.9786 -0.0460
Cl -4.0347 4.7783 -4.7021 -0.0649
Cl -4.7198 5.6193 -2.0057 -0.1021
Cl 1.5332 -4.7064 -3.3972 -0.1630
C -7.4248 4.7355 1.4084 -0.0810
Cl -7.4636 -13.6138 0.9520 -0.1301
C -6.6284 -4.1852 -2.5325 0.0094
C 7.2811 -4.3881 -0.3849 -0.0476
C 5.8597 5.4294 2.6009 -0.0138
H 8.1585 5.0570 7.7377 0.3771
Cl -5.5954 -13.7401 -1.2703 -0.1104
H -1.5448 4.5446 3.0895 0.1866
H -1.3442 2.3119 -3.3706 0.3386
Cl -6.2120 4.6447 2.6889 -0.0563
H -2.1387 3.6869 -2.4658 -0.0200
Cl -5.1252 -3.4683 -1.9212 -0.1223
Cl 4.9965 6.1309 3.9712 -0.0769
C 1.4784 -3.2895 -2.3386 0.5752
Cl -3.1845 4.4909 1.4112 -0.0034
C -3.1744 -3.4244 5.7300 0.0362
H 0.4994 -3.2515 -1.8675 -0.2406
H 8.6846 -2.3601 -3.8321 -0.0914
C -5.3501 -9.1359 -3.3936 0.1987
H 0.5653 6.6594 -6.3347 0.3876
Cl -0.7981 -8.4429 -4.6611 -0.1374
Cl 7.9193 -4.0917 -5.2162 -0.1093
C 4.2780 -0.2699 1.1824 -0.3241
Cl 7.6405 7.2913 7.2343 -0.1090
H -3.0489 -4.4797 5.5077 0.3070
Cl 5.8888 4.9725 7.1456 -0.1085
Cl -7.3433 3.3040 0.3731 -0.1122
Cl 4.4979 11.3329 3.7863 -0.1264
Cl 7.6358 -1.2249 -5.5976 -0.1234
Cl -3.4621 3.7926 4.2242 -0.1728
Cl -0.2613 6.5519 -4.1390 -0.0896
N -2.4955 -2.9313 0.7668 -0.6350
Cl 1.5775 5.6311 -1.7030 -0.0343
Cl 3.2326 8.7373 3.4431 -0.0750
H -1.5570 -1.8691 3.3377 -0.5495
Cl 6.7457 6.6791 1.7189 -0.1491
Cl -3.6963 -9.1128 -4.0112 -0.0702
H -0.8957 0.7693 4.4848 0.4566
Cl 4.7358 4.5871 1.5235 0.0033
Cl 3.1092 3.4080 -0.6135 -0.0845
F -2.1705 2.1048 -0.5319 -0.3929
H 0.5837 1.4689 3.7380 0.1480
C -6.8919 -12.8081 -0.5134 0.0464
C -5.2848 4.7759 -3.4520 -0.0041
Cl -1.3327 -7.0080 -2.1867 -0.0432
Cl 6.4187 -3.6852 0.9878 -0.0892
Cl -4.3353 -2.7488 4.5829 -0.1011
Cl 8.2054 5.1135 5.3907 -0.1086
C -0.1752 0.9824 -1.3425 -1.3846
Cl 1.7010 -1.8087 -3.2762 -0.1212
Cl 1.3159 4.9261 1.1060 -0.0342
H 3.2359 10.1143 5.3459 0.3034
N -1.9187 -1.5881 -1.4267 -0.6762
C -0.4800 -0.0960 2.5188 1.4352
H -7.7199 -12.7443 -1.2132 0.2858
Cl -1.6663 2.2678 2.5127 0.0490
C -1.1821 3.0949 -2.5820 -0.7989
C -0.5878 0.1309 -0.0616 1.2235
Cl -6.7723 5.5137 -4.0590 -0.1383
C -0.9313 2.3827 -1.2022 1.5890
H 7.9992 -5.1085 -0.0053 0.3542
Cl -0.9607 4.8775 -6.4079 -0.1136
Cl 5.3422 9.0792 5.4168 -0.0574
C 0.0217 0.5006 3.8823 -1.5939
Cl 10.2803 -2.4303 -5.5518 -0.1308
Cl -7.2087 6.2059 0.4521 -0.1134
Cl 1.7590 4.8751 -5.3850 -0.0960
Cl 2.7035 -3.4109 -1.0715 -0.0748
H -5.4991 3.7453 -3.1845 0.2871
H 0.6540 -0.2698 4.4053 0.4100
```

## Properties
- charge = 0
- orbital gap (eV) = 7.47
- E_LUMO (eV) = -0.9

***

No. 4
This record from the OMol25 dataset describes a molecular structure, C6H10O. The level of theory is ωB97M-V/def2-TZVPD.

XYZ file:
```
17
Properties=species:S:1:pos:R:3:nbo_charge:R:1
H 2.3142 -0.2408 -0.7827 0.2225
H -0.5893 -0.7999 1.9765 0.1941
C 1.6612 -0.8564 -0.1539 -0.6111
H -0.7168 -0.8820 -1.7241 0.2059
H -2.3082 1.3810 -0.8608 0.1645
H 0.7097 1.2176 1.7042 0.1884
C 0.2097 1.1790 0.7299 -0.0858
H -0.0807 0.7672 -1.9412 0.1872
C -0.5474 0.0806 -1.2162 -0.4653
H 0.4261 2.0767 0.1425 0.1948
C -1.7982 0.4989 -0.4629 -0.2455
H -1.3553 -1.5938 0.5311 0.2269
O -1.1988 0.9929 0.9426 -0.4687
H 1.5494 -1.8290 -0.6436 0.2212
C 0.3253 -0.1707 0.0168 -0.1232
H 2.1663 -1.0103 0.8062 0.2119
C -0.7742 -0.7520 0.8998 -0.0177
```

## Properties
- energy above the lowest of the compared OMol25 structures with the same formula, charge and spin (eV) = 5.7841
- charge = 0
- orbital gap (eV) = 7.30
- E_LUMO (eV) = 0.6

***

No. 5
This record from the OMol25 dataset describes 2 unconnected molecules or ions with the total composition C10H16O at a distorted geometry. The level of theory is ωB97M-V/def2-TZVPD.

XYZ file:
```
27
Properties=species:S:1:pos:R:3:nbo_charge:R:1
C -0.6135 0.2119 -1.4283 -0.4283
H -1.8010 -3.6821 -3.6439 0.2103
C -1.6752 1.2764 -1.8488 -0.6158
C -0.0250 -3.8338 -2.2776 -0.6274
O 1.3915 1.7494 3.7239 -0.6941
H -0.2765 -4.0556 -4.4779 0.2110
C 0.8246 1.4313 2.4898 0.2742
H -1.1650 -0.7167 -1.5218 0.2131
H -1.9711 1.0777 -2.9136 0.2143
H -1.5401 2.3071 -1.5210 0.2180
H -2.6798 0.9877 -1.5228 0.2103
H 0.1447 0.0884 -2.1692 0.2177
C 0.0359 0.2673 2.3914 -0.2645
H -0.7456 -4.0800 -1.5148 0.2137
C -0.3533 -0.1621 1.1094 -0.1860
C -0.1417 0.5168 -0.0759 -0.0494
H -0.1498 -0.4421 3.1794 0.2238
C -0.7170 -3.5676 -3.6135 -0.6253
H 0.3537 -2.8618 -1.8170 0.1996
H -0.4995 -2.5041 -3.8783 0.2014
C 1.1244 2.1077 1.3030 -0.2706
H 2.0871 1.0648 3.8031 0.4805
H 0.8440 2.2766 -0.7892 0.1999
C 0.7102 1.6015 0.0946 -0.1740
H 1.6172 3.0902 1.2117 0.2282
H 0.9037 -4.4180 -2.3589 0.2174
H -0.9098 -1.0975 0.9673 0.2020
```

## Properties
- energy above the lowest of the compared OMol25 structures with the same formula, charge and spin (eV) = 2.2102
- charge = 0
- orbital gap (eV) = 9.66
- E_LUMO (eV) = 0.8

***

No. 6
This record from the OMol25 dataset describes 2 unconnected molecules or ions with the total composition C2H7NS2 at a distorted geometry. The level of theory is ωB97M-V/def2-TZVPD.

XYZ file:
```
12
Properties=species:S:1:pos:R:3:nbo_charge:R:1
H 1.3309 1.5011 0.7799 0.3365
C -0.7699 -0.0741 -1.3629 -0.6531
C -0.5409 0.3325 0.0767 -0.2472
H -0.9368 1.3347 0.1983 0.2173
H -0.2398 -1.0253 -1.7544 0.2331
H -1.0729 -1.8936 0.4724 0.1305
H 1.6664 -0.2641 2.4099 0.0810
S -0.8273 -0.8487 1.2633 0.0909
H -1.8800 -0.1042 -1.4644 0.2206
N 1.4859 0.6925 0.2410 -0.8438
S 2.3364 -0.4415 1.1524 0.2038
H -0.5520 0.7908 -2.0124 0.2305
```

## Properties
- energy above the lowest of the compared OMol25 structures with the same formula, charge and spin (eV) = 2.6901
- charge = 0
- orbital gap (eV) = 8.89
- E_LUMO (eV) = 0.7

***

No. 7
This record from the OMol25 dataset describes a molecular structure, C8H13ClCoO4 at a distorted geometry. The level of theory is ωB97M-V/def2-TZVPD.

XYZ file:
```
27
Properties=species:S:1:pos:R:3:nbo_charge:R:1
O -1.6718 1.1438 -0.7386 -0.9227
H 1.8180 -1.6562 2.4297 0.2162
H -1.0209 -3.4905 -1.3890 0.2107
C 1.5868 -1.4238 1.3501 -0.4272
O -2.5725 2.4518 1.0964 -0.7586
H 3.8083 -1.6324 -0.9229 0.2117
H -0.0305 -2.6619 -3.1618 0.2307
C -0.1070 -2.9937 -1.0088 -0.4592
Co -0.2233 2.0280 -2.1176 1.1954
C 0.4599 -2.1983 -2.1980 -0.4374
H 1.1726 2.4780 -1.7007 -0.3447
H 2.0937 -3.3509 0.4905 0.2172
H 3.3960 -2.3036 0.9643 0.2094
C -0.5967 -2.3306 0.3046 -0.2128
C 2.7062 -1.8507 -0.9429 -0.1742
C 1.9458 -1.8908 -2.1143 -0.2068
H -0.4711 -1.0931 2.0227 0.2179
C 2.4520 -2.3342 0.4322 -0.4718
H 2.1896 -0.9785 -2.7737 0.2002
H 0.5847 -3.7680 -0.6878 0.2167
C 0.0805 -1.6751 1.2293 -0.1689
Cl -1.3800 2.0372 0.4447 2.4802
H 1.8486 -0.3264 1.1527 0.2261
O -0.5361 1.3401 1.4089 -0.7761
O -0.6626 3.1753 -0.1815 -0.8732
H 0.1663 -1.1130 -2.0736 0.1975
H -1.6887 -2.3362 0.4010 0.2037
```

## Properties
- energy above the lowest of the compared OMol25 structures with the same formula, charge and spin (eV) = 1.1333
- charge = 0
- 2S+1 = 4
- orbital gap (alpha / beta) (eV) = 7.56 / 6.67
- E_LUMO (alpha / beta) (eV) = -1.4 / -2.2

***

Number 1: E_tot -7924.49979 Ha. Number 2: E_tot -3493.08830 Ha. Number 3: E_tot -25122.77075 Ha. Number 4: E_tot -309.62981 Ha. Number 5: E_tot -465.81658 Ha. Number 6: E_tot -931.42472 Ha. Number 7: E_tot -2456.06633 Ha.